The following is a DFT calculation (ωB97M-V with the def2-TZVPD basis set) of a molecular structure, C36H62BrHgINO5S2Si2 in a non-equilibrium geometry.

Geometry as ORCA input:
```
! RIJCOSX wB97M-V def2-TZVPD def2/J DEFGRID3
* xyz -2 2
Hg -0.1647 -0.6839 -1.5437
S 0.4492 3.6976 -2.4799
C -0.9163 3.3616 -1.5187
C -1.4613 4.3825 -0.7084
C -2.5969 4.1312 0.0218
C -3.1780 2.8690 -0.0502
C -2.5572 1.9159 -0.8392
N -1.4762 2.1459 -1.5591
H -0.9656 5.3416 -0.6716
H -3.0356 4.9084 0.6390
H -4.0677 2.6226 0.5100
H -2.9432 0.9080 -0.8827
C 5.1930 -1.5960 2.5170
C 5.4544 -1.6190 1.0085
C 6.8946 -2.0805 0.7641
C 4.5005 -2.6593 0.4162
Si 5.1117 0.1320 0.2233
Br 2.9420 0.5734 0.6814
C 6.0293 1.6107 1.1554
C 5.8538 2.9278 0.3928
C 5.4357 1.8525 2.5485
C 7.5261 1.3369 1.3328
C 5.3194 0.2297 -1.7183
C 4.9199 -1.0828 -2.3985
C 4.3962 1.3089 -2.2940
C 6.7683 0.5335 -2.1225
H 5.2408 -2.6080 2.9176
H 4.1996 -1.2093 2.7280
H 5.9298 -0.9981 3.0491
H 7.0428 -3.0816 1.1692
H 7.6140 -1.4190 1.2412
H 7.1187 -2.1150 -0.2996
H 4.5380 -3.5819 0.9937
H 4.7553 -2.9148 -0.6053
H 3.4670 -2.3261 0.4267
H 4.7986 3.1314 0.2293
H 6.3641 2.9177 -0.5661
H 6.2676 3.7519 0.9772
H 4.3978 2.1633 2.4763
H 5.9955 2.6445 3.0499
H 5.4780 0.9663 3.1715
H 7.9983 1.0396 0.4001
H 7.6825 0.5495 2.0672
H 8.0319 2.2333 1.6977
H 3.9341 -1.4101 -2.0820
H 5.6406 -1.8734 -2.1990
H 4.8849 -0.9393 -3.4791
H 3.3524 1.0314 -2.1698
H 4.5783 1.4234 -3.3631
H 4.5388 2.2774 -1.8275
H 7.4632 -0.1739 -1.6712
H 7.0652 1.5369 -1.8285
H 6.8779 0.4644 -3.2063
C -6.4028 -2.7487 -2.0468
C -4.8817 -2.5641 -2.1314
C -4.2990 -3.1758 -3.4123
C -4.5505 -1.0752 -2.0875
O -4.2916 -3.2642 -1.0686
Si -3.9499 -2.8252 0.4700
S -2.6742 -1.2205 0.7721
O -3.3143 -4.1475 1.1689
C -3.3917 -5.5083 0.8312
C -2.6910 -5.7751 -0.5011
C -4.8598 -5.9434 0.7440
C -2.6691 -6.2611 1.9524
O -5.4518 -2.5305 1.1000
C -5.8208 -1.8514 2.2754
C -5.7670 -0.3407 2.0284
C -4.9139 -2.2247 3.4473
C -7.2654 -2.2894 2.5585
H -6.9063 -2.1718 -2.8199
H -6.7274 -2.4082 -1.0672
H -6.6662 -3.7993 -2.1498
H -4.6763 -2.6690 -4.2972
H -4.5409 -4.2354 -3.4724
H -3.2173 -3.0665 -3.3787
H -4.9840 -0.5487 -2.9353
H -3.4705 -0.9489 -2.1106
H -4.9294 -0.6428 -1.1656
H -3.1650 -5.1839 -1.2780
H -2.7538 -6.8333 -0.7484
H -1.6476 -5.4799 -0.4318
H -5.3411 -5.4066 -0.0687
H -5.3709 -5.6946 1.6714
H -4.9395 -7.0163 0.5695
H -1.6301 -5.9438 1.9672
H -2.7127 -7.3358 1.7864
H -3.1254 -6.0235 2.9115
H -4.7483 -0.0645 1.7597
H -6.0704 0.2052 2.9192
H -6.4302 -0.0797 1.2053
H -3.9003 -1.9049 3.2308
H -4.9019 -3.3040 3.5706
H -5.2487 -1.7572 4.3718
H -7.8641 -2.1386 1.6623
H -7.7049 -1.7184 3.3739
H -7.2849 -3.3491 2.8041
I -0.3964 -1.0619 6.2189
C 0.0674 -1.9452 4.3360
C 0.0219 -1.1768 3.1960
C 0.3805 -1.7578 1.9914
C 0.7660 -3.0883 1.9320
C 0.7773 -3.8347 3.1034
C 0.4331 -3.2750 4.3198
C 1.2343 -3.7689 0.6194
O 1.5649 -4.9592 0.7134
O 1.2955 -3.0608 -0.4026
H -0.2930 -0.1456 3.2180
H 0.3468 -1.1538 1.0962
H 1.0730 -4.8720 3.0447
H 0.4474 -3.8658 5.2284
*
```

Results
* relative energy (zero: lowest compared OMol25 entry of this formula, charge and spin): 26.9 kcal/mol
* F_max: 0.023 Eh/bohr
* LUMO energy (alpha / beta): 3.544 / 1.861 eV
* M: 1116.6 g/mol
* highest occupied orbital energy (alpha / beta): -1.66 / -1.65 eV
* expectation value of S²: 0.764
* frontier orbital gap (alpha / beta): 5.2030 / 3.5078 eV

***

The following is a DFT calculation (ωB97M-V with the def2-TZVPD basis set) of 3 unconnected molecules or ions with the total composition C36H62Cl2N4O7PS6 in a non-equilibrium geometry.

Geometry as ORCA input:
```
! RIJCOSX wB97M-V def2-TZVPD def2/J DEFGRID3
* xyz 1 1
C -0.9232 -1.7753 -0.0157
C 0.4187 -1.7410 -0.7637
C 1.3696 -0.6282 -0.3310
C 2.1651 -0.8428 0.9577
N 1.3759 -0.7399 2.2153
C 1.6437 0.4920 2.9571
C 0.9914 1.6952 2.2448
C 1.9130 2.4284 1.2776
C 1.6553 3.9509 1.0537
C 1.1914 4.2536 -0.3588
C 2.2148 4.3270 -1.3099
P 4.0059 4.0426 -0.9487
O 4.7550 5.3097 -0.8311
C 1.9535 4.6426 -2.6583
Cl 3.2238 4.7637 -3.8102
C 0.6896 4.8938 -3.1135
C -0.3760 4.8213 -2.2053
C -1.6940 5.0764 -2.6997
Cl -1.9024 5.4128 -4.3538
C -2.7667 5.0382 -1.8508
S -4.4017 5.3670 -2.4389
N -2.5544 4.7215 -0.5240
S -3.9467 4.7376 0.5239
C -1.3365 4.4150 -0.0066
S -1.3847 3.9532 1.6854
C -2.2889 2.3654 1.7056
C -2.4156 1.6831 0.3663
O -1.6128 1.7926 -0.4985
O -3.4505 0.8227 0.2318
C -4.7627 1.3644 0.2369
C -5.7377 0.2040 0.3196
C -5.9068 -0.2778 1.7417
O -6.9634 0.6806 -0.2300
C -7.8847 -0.2556 -0.4875
O -7.6550 -1.4187 -0.5270
C -9.2448 0.2955 -0.7592
S -9.2592 1.0105 -2.4364
C -0.1737 4.4863 -0.8310
C 1.5453 -1.8816 3.0048
S 2.1732 -1.9174 4.5028
S 1.0186 -3.4425 2.3001
C 2.6162 -4.3036 2.1006
C 2.8321 -4.8691 0.7052
C 1.6038 -5.5506 0.0707
H -1.2165 -2.8138 0.1208
H -0.8711 -1.3424 0.9774
H -1.7019 -1.3221 -0.6221
H 0.9192 -2.7032 -0.7228
H 0.1907 -1.5554 -1.8124
H 2.1128 -0.5196 -1.1247
H 0.7992 0.3010 -0.3143
H 2.9419 -0.0792 0.9718
H 2.6921 -1.7873 0.8898
H 1.1662 0.4120 3.9240
H 2.7078 0.6753 3.1071
H 0.5309 2.3725 2.9564
H 0.1917 1.2521 1.6555
H 1.9360 1.9611 0.2978
H 2.9240 2.3248 1.6695
H 2.6256 4.4257 1.1361
H 1.0794 4.4185 1.8364
H 4.5012 3.2491 -1.9933
H 4.0611 3.3194 0.2471
H 0.5448 5.1216 -4.1502
H -4.3722 4.5212 -3.4779
H -4.4556 5.9234 0.1512
H -3.2389 2.4985 2.2101
H -1.7084 1.6967 2.3357
H -4.9739 1.9035 -0.6869
H -4.9563 2.0252 1.0801
H -5.3048 -0.6138 -0.2543
H -6.6202 -1.0938 1.7927
H -6.2966 0.5126 2.3806
H -4.9719 -0.6700 2.1288
H -9.9455 -0.5259 -0.7381
H -9.5578 1.0255 -0.0195
H -10.3887 0.4770 -2.9126
H 3.3821 -3.5586 2.2996
H 2.7557 -5.0520 2.8710
H 3.6130 -5.6228 0.7881
H 3.2276 -4.1167 0.0282
H 1.2935 -5.0057 -0.8148
H 0.7679 -5.6490 0.7560
H 1.8412 -6.5507 -0.2802
C 6.9616 -5.5180 6.6273
C 5.7617 -4.5947 6.4377
C 4.7990 -5.0414 5.3300
O 5.2513 -4.7985 4.0080
C 6.1696 -5.7481 3.4977
N 6.2452 -3.2263 6.2284
H 7.7222 -5.3637 5.8626
H 7.4329 -5.3248 7.5902
H 6.6608 -6.5674 6.6069
H 5.1908 -4.6074 7.3705
H 3.8793 -4.4580 5.4277
H 4.5197 -6.0973 5.4457
H 5.9504 -6.7555 3.8623
H 7.1988 -5.4826 3.7482
H 6.0788 -5.7429 2.4109
H 5.4538 -2.5886 6.2219
H 6.6176 -3.1711 5.2842
C -0.5214 -0.2124 -5.4407
C -1.5186 0.9089 -5.1681
C -2.5189 1.1516 -6.3060
O -1.9924 1.8361 -7.4226
C -1.2617 1.0380 -8.3399
N -0.7793 2.1307 -4.8274
H 0.2735 0.1013 -6.1162
H -0.0469 -0.5249 -4.5102
H -1.0155 -1.0840 -5.8726
H -2.1042 0.6156 -4.2910
H -3.3134 1.8000 -5.9231
H -2.9973 0.2150 -6.6196
H -1.6838 0.0330 -8.4214
H -0.2078 0.9742 -8.0609
H -1.3215 1.5215 -9.3137
H -1.4386 2.8450 -4.5361
H -0.3846 2.4980 -5.6903
*
```

Results
* relative energy (zero: lowest compared OMol25 entry of this formula, charge and spin): 0.0 kcal/mol
* F_max: 0.032 Eh/bohr
* LUMO energy: -4.674 eV
* M: 957.2 g/mol
* highest occupied orbital energy: -9.84 eV
* frontier orbital gap: 5.1658 eV

***

The following is a DFT calculation (ωB97M-V with the def2-TZVPD basis set) of 12 unconnected molecules or ions with the total composition C36H62O36 in a non-equilibrium geometry.

Geometry as ORCA input:
```
! RIJCOSX wB97M-V def2-TZVPD def2/J DEFGRID3
* xyz -1 2
C -11.7962 9.8776 -9.1841
C -11.6398 10.7158 -10.4593
O -12.1562 11.9876 -10.1382
C -12.3235 12.0318 -8.7776
O -12.5895 13.0610 -8.1573
O -12.0222 10.8252 -8.2414
H -10.8695 9.3439 -8.9731
H -12.5154 9.0618 -9.2559
H -12.1559 10.3082 -11.3286
H -10.5619 10.8150 -10.5876
C -12.3116 8.4103 2.9694
C -13.0489 8.4862 1.6674
O -12.9881 7.2244 1.1083
C -12.6677 6.3484 2.1344
O -12.8537 5.1641 2.0982
O -12.3317 7.0336 3.2223
H -12.8664 8.9014 3.7689
H -11.2914 8.7425 2.7773
H -12.6318 9.3064 1.0832
H -14.0895 8.7896 1.7822
C -16.5272 8.7222 -9.5892
C -17.6351 9.7012 -9.8802
O -17.1740 10.9211 -9.2872
C -15.9605 10.6971 -8.6310
O -15.3049 11.5684 -8.0569
O -15.5520 9.4729 -8.9127
H -16.2151 8.4001 -10.5826
H -16.9910 7.9086 -9.0315
H -18.5812 9.4776 -9.3871
H -17.6969 9.8750 -10.9544
C -6.7535 11.8107 -0.2693
C -6.3402 10.4422 -0.6938
O -7.3729 9.6822 -0.3228
C -8.3496 10.4177 0.2404
O -9.3594 9.9875 0.8050
O -8.0470 11.6806 0.2755
H -6.8806 12.5079 -1.0974
H -6.2233 12.2162 0.5924
H -5.4556 10.1507 -0.1277
H -6.2564 10.3647 -1.7778
C -10.6482 12.6506 3.7513
C -11.7961 12.8300 2.7032
O -11.2584 13.9721 2.0155
C -9.9438 14.0039 2.0988
O -9.1961 14.5286 1.2289
O -9.5070 13.2229 3.1256
H -10.4183 11.5921 3.6293
H -10.7661 12.8847 4.8093
H -12.7527 12.9605 3.2091
H -11.9133 11.9766 2.0354
C -11.3660 11.2236 -1.3384
O -11.7520 11.4918 -2.6941
C -13.0470 11.6490 -3.0274
O -13.9673 11.4638 -2.2475
O -13.2009 11.9642 -4.3360
C -14.5231 12.2059 -4.9159
H -11.2715 12.1420 -0.7592
H -10.4002 10.7281 -1.4378
H -12.1565 10.5854 -0.9436
H -14.4424 12.5246 -5.9551
H -15.1900 12.8180 -4.3088
H -14.9922 11.2289 -5.0318
C -10.0764 12.2739 -5.5685
O -9.7805 12.6110 -4.1841
C -9.2940 13.8318 -3.7646
O -8.8394 14.7312 -4.4318
O -9.4922 13.9014 -2.4501
C -8.8703 14.9275 -1.7291
H -9.1843 12.1143 -6.1742
H -10.6530 13.0586 -6.0584
H -10.6485 11.3532 -5.6824
H -8.7346 15.8289 -2.3267
H -7.9303 14.7377 -1.2108
H -9.5934 15.3000 -1.0036
C -14.1888 8.4741 -2.6489
O -13.4012 8.4934 -3.8148
C -13.7054 7.9688 -5.0454
O -12.9242 7.9682 -5.9676
O -14.9594 7.5324 -5.0904
C -15.5536 7.3048 -6.3745
H -14.1261 7.4357 -2.3235
H -15.2414 8.7070 -2.8099
H -13.7438 9.0070 -1.8086
H -16.5967 6.9894 -6.3996
H -15.1060 6.4540 -6.8883
H -15.4252 8.2128 -6.9637
C -11.3638 17.8144 0.1392
O -11.3352 17.2379 -1.1475
C -12.1366 16.1776 -1.3730
O -12.9177 15.6328 -0.5204
O -12.0359 15.9348 -2.7117
C -12.8096 14.9245 -3.3052
H -10.7778 18.7328 0.1724
H -10.8657 17.1010 0.7958
H -12.3896 18.0710 0.4034
H -13.3063 15.2391 -4.2230
H -13.6176 14.5370 -2.6846
H -12.2514 14.0231 -3.5584
C -19.2866 8.6361 -6.0501
O -19.2102 9.3375 -4.9241
C -18.2059 10.0993 -4.5859
O -17.2507 10.3646 -5.3054
O -18.3640 10.4784 -3.2150
C -17.2759 11.0850 -2.5853
H -18.6342 8.7968 -6.9084
H -20.3426 8.7569 -6.2914
H -19.1407 7.5784 -5.8311
H -16.3376 10.5414 -2.6952
H -17.5380 11.1129 -1.5277
H -17.1553 12.0983 -2.9684
C -15.5084 13.7864 -0.3045
O -16.5289 12.8920 0.0842
C -17.7903 13.3414 0.2361
O -18.2031 14.4888 -0.0421
O -18.4608 12.3358 0.7473
C -19.8247 12.5725 1.1966
H -15.5994 14.4713 -1.1475
H -14.5739 13.2433 -0.4454
H -15.2472 14.4164 0.5457
H -20.4004 11.6518 1.1021
H -20.3706 13.3469 0.6576
H -19.7556 12.8828 2.2392
C -15.6466 15.4943 -6.7644
O -16.2913 16.7397 -6.4465
C -16.2884 17.2930 -5.1986
O -15.7134 16.7850 -4.2709
O -17.0424 18.3631 -5.2039
C -17.2540 19.0928 -4.0280
H -14.5904 15.4241 -6.5040
H -15.6943 15.3663 -7.8458
H -16.1919 14.6815 -6.2847
H -18.2569 18.9111 -3.6416
H -17.2486 20.1544 -4.2751
H -16.5822 18.8135 -3.2164
*
```

Results
* F_max: 0.100 Eh/bohr
* LUMO energy (alpha / beta): 1.518 / 1.515 eV
* M: 1070.9 g/mol
* highest occupied orbital energy (alpha / beta): 0.27 / -8.31 eV
* expectation value of S²: 0.750
* frontier orbital gap (alpha / beta): 1.2478 / 9.8198 eV

***

The following is a DFT calculation (ωB97M-V with the def2-TZVPD basis set) of a molecular structure, C36H63B2EuF4N9OS2Si in a non-equilibrium geometry.

Geometry as ORCA input:
```
! RIJCOSX wB97M-V def2-TZVPD def2/J DEFGRID3
* xyz -2 8
Eu 1.0739 -0.5789 -1.4252
C -2.1155 5.3479 0.3002
C -1.5888 4.0040 -0.2030
C -2.6742 3.2896 -1.0156
C -1.1404 3.1229 0.9261
C -1.4646 3.2084 2.2775
C -0.8282 2.1401 2.8875
C -0.9199 1.9579 4.3740
C -2.3784 1.7463 4.7907
C -0.4198 3.2207 5.0920
N -0.1725 1.4317 1.9237
N -0.3712 2.0622 0.7341
B 0.6222 0.0746 1.6190
N 2.1845 0.0213 1.8172
N 2.7901 -0.1758 0.6072
C 4.1001 -0.2001 0.7876
C 4.3797 -0.0362 2.1436
C 3.1583 0.0981 2.7681
C 3.1167 0.3189 4.2512
C 2.4788 1.6628 4.5829
C 2.4730 -0.8478 4.9870
C 5.1527 -0.3505 -0.2669
C 5.7863 -1.7390 -0.1379
C 4.6136 -0.1044 -1.6680
N -0.0806 -1.3173 1.8482
N -0.1698 -2.0192 0.6777
C -0.7684 -3.1760 0.9313
C -1.0763 -3.2487 2.2913
C -0.6374 -2.0612 2.8378
C -0.9081 -1.7131 4.2656
C -2.4246 -1.6784 4.4904
C -0.3019 -2.7660 5.2019
C -1.2114 -4.2229 -0.0494
C -0.5946 -4.1116 -1.4335
C -2.7411 -4.1570 -0.1703
H -2.3364 6.0060 -0.5388
H -1.3902 5.8401 0.9431
H -3.0322 5.2066 0.8676
H -0.7308 4.1874 -0.8595
H -3.4904 2.9802 -0.3636
H -2.2619 2.4152 -1.5099
H -3.0724 3.9564 -1.7771
H -2.0815 3.9397 2.7565
H -0.3176 1.1080 4.6912
H -2.9281 2.6749 4.6595
H -2.4319 1.4574 5.8375
H -2.8677 0.9856 4.1946
H -1.1149 4.0403 4.9241
H 0.5536 3.5305 4.7272
H -0.3504 3.0453 6.1642
H 0.5583 0.1208 0.4291
H 5.3461 -0.0084 2.6113
H 4.1665 0.3576 4.5673
H 1.5821 1.7843 3.9915
H 3.1607 2.4716 4.3292
H 2.2333 1.7369 5.6410
H 1.4203 -0.8910 4.7536
H 2.6035 -0.7364 6.0623
H 2.9445 -1.7786 4.6779
H 5.9236 0.3998 -0.0425
H 5.0383 -2.5052 -0.3176
H 6.1869 -1.8885 0.8640
H 6.5894 -1.8622 -0.8615
H 3.9318 -0.9145 -1.9401
H 5.4205 -0.0736 -2.3974
H 4.0881 0.8497 -1.7100
H -1.5594 -4.0541 2.8101
H -0.4995 -0.7281 4.4857
H -2.8306 -2.6805 4.3780
H -2.9153 -1.0329 3.7664
H -2.6484 -1.3235 5.4939
H -0.8466 -3.7013 5.1058
H -0.3711 -2.4407 6.2384
H 0.7392 -2.9609 4.9647
H -0.9430 -5.1961 0.3810
H -0.8771 -3.1701 -1.8997
H -0.9555 -4.9254 -2.0604
H 0.4892 -4.1604 -1.3878
H -3.0305 -3.2243 -0.6493
H -3.2183 -4.2200 0.8052
H -3.1036 -4.9767 -0.7853
C -4.2281 -0.0823 -6.4307
Si -2.4188 -0.7186 -6.2368
C -2.6041 -2.5497 -5.7414
C -1.5743 -0.6208 -7.9504
C -1.5686 0.5376 -5.0918
C -1.6837 1.8917 -5.3352
C -1.0982 2.8169 -4.4746
C -0.4065 2.3398 -3.3828
N -0.2584 1.0491 -3.1061
C -0.8003 0.1535 -3.9671
S -0.5432 -1.4867 -3.5824
H -4.7829 -0.6945 -7.1347
H -4.2607 0.9385 -6.7958
H -4.7621 -0.1076 -5.4857
H -3.2725 -3.0683 -6.4244
H -2.9981 -2.6529 -4.7370
H -1.6464 -3.0542 -5.7511
H -1.9501 -1.3794 -8.6303
H -0.5034 -0.7628 -7.8517
H -1.7338 0.3469 -8.4159
H -2.2400 2.2386 -6.1956
H -1.1739 3.8792 -4.6465
H 0.0453 3.0373 -2.6853
N -1.7513 -0.2471 -0.8855
H -2.0567 -1.0575 -0.3561
H -2.3526 -0.1610 -1.6994
H -1.8599 0.5757 -0.2984
F 3.9339 0.5564 -4.9338
B 2.7222 0.8756 -4.4077
F 2.8080 2.0116 -3.5966
F 1.7736 1.0678 -5.3663
F 2.2901 -0.1909 -3.5035
S 3.3285 -4.6482 0.3516
C 2.7290 -3.4455 -0.4957
N 2.2710 -2.5610 -1.1253
O 1.7992 1.8096 -1.0771
H 1.0717 2.3219 -0.6869
H 2.0391 2.1998 -1.9335
*
```

Results
* F_max: 0.055 Eh/bohr
* LUMO energy (alpha / beta): 3.820 / 3.820 eV
* M: 979.8 g/mol
* highest occupied orbital energy (alpha / beta): -0.09 / -1.96 eV
* expectation value of S²: 15.759
* frontier orbital gap (alpha / beta): 3.9138 / 5.7771 eV

***

Number 1: calculated total energy -169818.5942 eV. Number 2: calculated total energy -157966.4251 eV. Number 3: calculated total energy -112042.4537 eV. Number 4: calculated total energy -114928.5684 eV.